(1)
The following is a DFT calculation (ωB97M-V/def2-TZVPD) of a structure of composition C9H8N2O2 at a distorted geometry.

Output
Multiplicity: 1
Frontier orbital gap, Ha: 0.2930
HOMO energy, eV: -8.35
Maximum force, eV/A: 11.98
Energy above the lowest of the compared OMol25 structures with the same formula, charge and spin, eV: 6.4380

Structure (XYZ):
```
21
Properties=species:S:1:pos:R:3:mulliken_charge:R:1
C -2.03761 -0.32062 -0.21734 0.415
C -2.72267 0.76979 0.08169 -0.550
C -1.93987 1.98866 0.32304 -0.750
C -0.65728 2.00114 0.09588 -1.027
C 0.16629 0.81980 -0.14640 0.462
C -0.53853 -0.46455 -0.18944 0.633
C 1.20937 -1.99610 -0.26585 -0.286
C 2.06889 -1.15499 0.64000 -0.563
C 1.71494 1.08973 -0.44240 0.307
H -2.12826 -2.47184 -0.49299 0.411
H -3.70841 0.64526 -0.21621 0.423
H -2.47180 2.75977 0.11298 0.407
H -0.01923 2.69591 0.28029 0.652
H 1.18516 -2.91284 -0.55865 0.585
H 3.01532 -1.70204 0.86803 0.358
H 1.42332 -1.09236 1.92035 0.215
H 3.52855 0.33776 -0.11785 0.283
N -0.00613 -1.64291 -0.49294 -0.628
N 2.48175 0.06675 0.00663 -0.201
O -2.65228 -1.49512 -0.39895 -0.672
O 2.08850 2.07877 -0.78987 -0.473
```

---

(2)
The following is a DFT calculation (ωB97M-V/def2-TZVPD) of the molecule C3H3N3S at a distorted geometry.

Output
Multiplicity: 1
Frontier orbital gap, Ha: 0.2934
HOMO energy, eV: -9.54
SMILES: S/C=C1\N=CN=N1
Maximum force, eV/A: 4.17
Energy above the lowest of the compared OMol25 structures with the same formula, charge and spin, eV: 3.2448

Structure (XYZ):
```
10
Properties=species:S:1:pos:R:3:mulliken_charge:R:1
S 2.61191 -0.38170 0.00325 -0.210
C 1.20303 0.52028 -0.11913 -0.068
C -0.12497 0.15060 -0.09388 0.380
N -0.55334 -1.14100 -0.07257 -0.463
C -1.79983 -1.05185 0.03180 0.022
N -2.21032 0.29267 0.13723 -0.339
N -1.20531 1.06462 -0.01767 -0.239
H 3.53728 0.69803 0.77979 0.185
H 1.13871 1.57775 -0.50054 0.342
H -2.59717 -1.72940 -0.14828 0.390
```

---

(3)
The following is a DFT calculation (ωB97M-V/def2-TZVPD) of a cluster of 2 separate species, C5H9O3 in total.

Output
Multiplicity: 1
Frontier orbital gap, Ha: 0.3068
HOMO energy, eV: -4.36
Net charge: -1
Maximum force, eV/A: 0.89
Energy above the lowest of the compared OMol25 structures with the same formula, charge and spin, eV: 0.7374

Structure (XYZ):
```
17
Properties=species:S:1:pos:R:3:mulliken_charge:R:1
C -0.26978 -0.56980 2.45649 -0.780
C -0.58474 0.88083 2.21174 -0.311
C -0.66339 1.38095 0.98138 0.264
O -0.99569 2.70149 0.76134 -0.546
H -1.14737 -1.13408 2.77618 0.216
H 0.11905 -1.01280 1.53509 0.225
H 0.54264 -0.69286 3.18066 0.269
H -0.74578 1.60195 3.01200 0.297
H -0.55929 0.81360 0.06114 0.104
H -1.18910 2.78154 -0.17504 0.341
O -0.47609 0.29334 -2.03700 -0.783
C 0.32974 -0.63223 -1.75557 0.634
O 0.52891 -1.09977 -0.60880 -0.747
C 1.14644 -1.21677 -2.90562 -0.981
H 2.18155 -1.34089 -2.59091 0.278
H 0.72960 -2.19924 -3.13846 0.223
H 1.05330 -0.55525 -3.76463 0.300
```

---

(4)
The following is a DFT calculation (ωB97M-V/def2-TZVPD) of the molecule C4H7BrO2 at a distorted geometry.

Output
Multiplicity: 3
Frontier orbital gap (spin up / spin down), Ha: 0.2665 / 0.2350
HOMO energy (spin up / spin down), eV: -6.44 / -9.62
Maximum force, eV/A: 5.65
Energy above the lowest of the compared OMol25 structures with the same formula, charge and spin, eV: 0.0000

Structure (XYZ):
```
14
Properties=species:S:1:pos:R:3:mulliken_charge:R:1
C -1.32908 0.81654 -0.81710 -0.274
C 0.27323 -1.36061 0.82888 -1.216
C 0.07483 1.10436 -0.42541 -0.109
C 0.77621 -0.60532 -0.36050 -0.102
O -2.22268 0.80101 -0.00779 -0.344
O 0.19258 1.67617 0.80914 -0.494
Br 2.69658 -0.36660 -0.33227 -0.152
H -1.49166 0.56428 -1.87908 0.413
H 0.47408 -0.81745 1.75385 0.312
H 0.78061 -2.32412 0.88575 0.397
H -0.79888 -1.53737 0.73424 0.324
H 0.68346 1.61598 -1.16674 0.474
H 0.52038 -1.05720 -1.31888 0.423
H -0.62968 1.49033 1.29591 0.349
```

---

(5)
The following is a DFT calculation (ωB97M-V/def2-TZVPD) of the ion C8H11N2 with charge +1 at a distorted geometry.

Output
Multiplicity: 1
Frontier orbital gap, Ha: 0.3481
HOMO energy, eV: -13.17
Net charge: +1
SMILES: CC1=CC=C[C@@H]2N=CC[N@H+]12
Maximum force, eV/A: 5.11
Energy above the lowest of the compared OMol25 structures with the same formula, charge and spin, eV: 2.5806

Structure (XYZ):
```
21
Properties=species:S:1:pos:R:3:mulliken_charge:R:1
C -1.06255 1.59612 1.60045 -1.642
C -0.19017 0.56267 0.87999 0.452
C 1.07290 0.57830 1.21172 -0.358
C 2.10262 -0.40536 0.79122 -0.571
C 1.59628 -1.41146 0.05096 -0.859
C 0.29487 -1.47731 -0.55701 0.358
N 0.33643 -1.38447 -1.94646 -0.460
C -0.31478 -0.41937 -2.42401 -0.150
C -1.14674 0.39719 -1.41753 -0.446
N -0.69552 -0.29233 -0.14499 0.104
H -1.27730 1.15528 2.64119 0.327
H -1.98230 1.75472 1.12586 0.434
H -0.54685 2.47335 1.64009 0.505
H 1.37610 1.16397 2.03937 0.417
H 3.03816 -0.47849 1.20206 0.499
H 2.12256 -2.30258 -0.04839 0.407
H -0.12484 -2.46264 -0.38257 0.331
H -0.24927 -0.08219 -3.43740 0.431
H -0.65946 1.35323 -1.38522 0.329
H -2.14567 0.31688 -1.62183 0.433
H -1.54448 -0.63552 0.18248 0.457
```

---

(6)
The following is a DFT calculation (ωB97M-V/def2-TZVPD) of the molecule C4H9NO2.

Output
Multiplicity: 1
Frontier orbital gap, Ha: 0.3652
HOMO energy, eV: -9.13
SMILES: CCNCC(=O)O
Maximum force, eV/A: 0.75
Energy above the lowest of the compared OMol25 structures with the same formula, charge and spin, eV: 0.9775

Structure (XYZ):
```
16
Properties=species:S:1:pos:R:3:mulliken_charge:R:1
C -2.01851 0.25411 -2.20174 -1.030
C -1.65248 0.87944 -0.85513 -0.534
N -0.26100 0.78895 -0.44864 -0.361
C 0.13331 -0.57116 -0.03211 -0.299
C 1.10261 -0.54730 1.13229 0.367
O 1.03328 -1.27070 2.09087 -0.560
O 2.10784 0.32373 0.95279 -0.425
H -3.03410 0.53436 -2.48381 0.360
H -1.88287 -0.82420 -2.19783 0.278
H -1.36290 0.63587 -2.98266 0.302
H -2.24214 0.38248 -0.09289 0.335
H -1.99702 1.90841 -0.79834 0.352
H 0.35694 1.02129 -1.21448 0.237
H -0.72232 -1.15500 0.29279 0.382
H 0.67308 -1.07748 -0.84697 0.255
H 2.72549 0.19110 1.68582 0.340
```

---

Q: multiplicity of number 1 (C9H8N2O2)?
A: 1